# 1
Computed, not measured: a cluster of 9 separate species, C64H55Br2NO36S in total, with the ωB97M-V functional and the def2-TZVPD basis.

```
159
Properties=species:S:1:pos:R:3:forces:R:3
C 3.6263 2.3004 -1.5989 -0.1 -0.3 -0.1
C 2.5144 2.9262 -2.4366 0.5 0.2 0.3
C 1.1749 3.1721 -1.7425 -0.2 -0.2 -0.4
Br 1.4284 4.6274 -0.4806 -0.1 0.0 0.2
C 0.4843 1.9425 -1.0981 0.4 -0.5 -0.5
C 0.9768 1.4964 0.2870 -0.1 0.1 0.3
C 0.1336 1.8506 1.5381 0.3 -0.1 0.1
C 0.6008 3.0257 2.3774 -0.2 0.3 0.0
Br 0.1918 0.2562 2.7029 -0.1 0.0 0.0
O 0.8619 0.8105 -2.0041 0.0 0.1 0.4
S -0.0463 0.7428 -3.2907 -0.2 0.0 -0.2
O 0.5944 1.3192 -4.4158 0.0 0.1 -0.1
O -0.5604 -0.5796 -3.4027 0.0 -0.1 0.0
O -1.1586 1.7459 -2.7831 0.2 0.2 0.0
C -1.0550 1.9248 -1.3270 -0.3 0.2 0.1
N -1.6185 3.2225 -1.1010 0.1 0.0 -0.2
C -1.7681 0.6885 -0.7286 -0.4 -0.1 0.3
C -3.2531 0.8685 -0.4978 0.0 0.1 -0.1
C -3.7143 1.5968 0.5959 0.1 0.1 0.1
C -5.0622 1.7686 0.8456 -0.2 0.1 0.2
C -5.9915 1.1980 -0.0043 0.0 -0.1 -0.2
C -5.5458 0.4808 -1.0997 -0.2 -0.2 0.0
C -4.1938 0.2949 -1.3609 0.0 0.0 -0.2
C -3.8013 -0.5143 -2.5712 0.0 -0.2 0.2
H 4.4841 2.0962 -2.2410 0.0 0.1 0.0
H 3.3289 1.3368 -1.1829 0.0 0.0 0.0
H 3.9531 2.9457 -0.7832 0.0 0.0 0.0
H 2.8533 3.9137 -2.7595 -0.1 0.0 -0.1
H 2.3721 2.3441 -3.3426 -0.2 -0.1 0.0
H 0.4803 3.5678 -2.4798 0.0 0.2 0.1
H 1.9899 1.8534 0.4691 0.0 0.0 -0.1
H 1.0357 0.4124 0.2277 0.0 0.0 -0.1
H -0.9210 1.9573 1.3184 0.0 0.0 0.0
H 1.6864 3.0582 2.4402 0.0 -0.1 0.1
H 0.2564 3.9657 1.9443 0.0 0.0 -0.1
H 0.1799 2.9733 3.3803 0.0 -0.1 0.0
H -2.5859 3.2347 -1.4044 0.0 0.0 0.1
H -1.5879 3.4838 -0.1236 0.0 0.0 0.0
H -1.6380 -0.1369 -1.4150 0.2 0.0 0.1
H -1.3265 0.3510 0.2067 0.1 0.1 0.0
H -3.0161 2.0390 1.2974 0.1 -0.1 0.0
H -5.3990 2.3234 1.7116 0.1 0.0 0.0
H -7.0540 1.2934 0.1694 0.0 0.1 -0.1
H -6.2685 0.0244 -1.7661 0.0 0.0 0.0
H -3.0127 -1.2226 -2.3201 0.0 0.0 -0.1
H -4.6516 -1.1016 -2.9154 0.0 0.1 -0.1
H -3.4484 0.1196 -3.3850 0.0 0.0 0.0
C 1.6016 11.1798 -0.8508 0.0 0.1 -0.1
C 1.1546 10.5960 0.2701 0.0 0.1 0.0
C 0.9460 9.1011 0.3737 0.0 -0.1 -0.1
O 0.5538 8.6792 1.4481 0.0 0.1 0.0
C 1.2169 8.2770 -0.7821 0.0 -0.1 0.1
C 1.6628 8.8606 -1.9040 0.0 -0.1 0.0
C 1.8929 10.3530 -2.0028 0.0 0.1 0.1
O 2.3143 10.7707 -3.0658 0.0 0.0 -0.1
O 1.9428 8.2026 -3.0171 0.0 0.0 0.0
O 0.8587 11.2544 1.3793 0.0 0.0 0.0
H 1.7558 12.2462 -0.9331 0.0 0.0 0.0
H 1.0522 7.2107 -0.7017 0.0 0.1 -0.1
H 2.2466 8.8750 -3.6595 0.0 0.0 0.0
H 0.5666 10.5783 2.0233 0.0 0.0 0.0
C 5.6093 1.8201 4.1012 0.0 -0.1 -0.1
C 6.3531 2.2708 5.1216 0.0 -0.1 0.0
C 6.3000 3.7116 5.5803 -0.1 0.1 -0.1
O 6.9944 4.0054 6.5363 0.0 -0.1 0.0
C 5.4406 4.6366 4.8721 0.3 0.0 0.0
C 4.6989 4.1835 3.8555 0.0 0.1 0.0
C 4.7286 2.7407 3.4142 0.1 -0.2 0.1
O 3.9947 2.4234 2.4930 0.0 0.1 -0.1
O 3.8680 4.9544 3.1588 -0.1 0.0 0.0
O 7.1840 1.5159 5.8212 0.0 0.0 0.0
H 5.6332 0.7919 3.7695 0.0 0.0 0.0
H 5.4214 5.6627 5.2013 0.0 0.0 0.0
H 3.4434 4.3757 2.4969 0.1 0.0 -0.1
H 7.5792 2.1031 6.4964 0.0 0.0 0.0
C -0.3649 -5.5007 -1.8088 0.0 -0.1 0.1
C -0.7368 -4.2096 -1.8396 0.1 0.0 -0.1
C -1.0365 -3.4255 -0.5810 -0.1 -0.1 0.1
O -1.3907 -2.2686 -0.7221 0.0 0.0 0.0
C -0.9091 -4.0819 0.6979 0.0 0.1 0.1
C -0.5360 -5.3675 0.7328 0.0 0.0 0.0
C -0.2280 -6.1543 -0.5256 0.0 0.1 -0.2
O 0.1297 -7.3092 -0.3526 0.0 0.0 0.1
O -0.4004 -6.0690 1.8463 0.0 0.0 0.0
O -0.8638 -3.5233 -2.9616 0.0 0.0 0.1
H -0.1422 -6.0618 -2.7030 0.0 0.0 0.0
H -1.1349 -3.5106 1.5876 0.0 0.0 0.0
H -0.1178 -6.9627 1.5646 0.0 0.0 0.0
H -1.0843 -2.5982 -2.7305 0.1 0.1 0.0
C -10.5844 3.8275 0.8224 0.0 -0.1 -0.1
C -10.7445 4.8865 1.6289 0.0 0.0 -0.1
C -9.9415 5.0624 2.8986 0.1 -0.1 0.1
O -10.1585 6.0710 3.5450 -0.1 0.0 0.0
C -8.9878 4.0382 3.2651 0.0 0.1 0.1
C -8.8298 2.9756 2.4625 0.0 0.0 0.1
C -9.6129 2.8158 1.1753 -0.1 0.1 -0.1
O -9.3760 1.8282 0.5023 0.0 -0.1 0.1
O -7.9895 1.9870 2.7255 0.0 0.0 0.0
O -11.6010 5.8672 1.3986 0.0 0.0 0.0
H -11.1499 3.6971 -0.0892 0.0 0.0 0.0
H -8.4324 4.1620 4.1839 0.0 0.0 0.0
H -8.0704 1.3333 2.0042 0.0 0.0 0.0
H -11.4982 6.4965 2.1406 0.0 0.0 0.0
C 1.9826 -8.6003 -5.2513 -0.1 0.1 0.0
C 2.9185 -9.3730 -5.8213 0.0 0.0 0.0
C 3.9593 -10.1166 -5.0099 0.1 0.0 0.2
O 4.7517 -10.7973 -5.6380 0.0 0.0 -0.2
C 3.9574 -9.9768 -3.5724 0.1 -0.1 0.0
C 3.0215 -9.2041 -3.0005 0.0 -0.1 0.1
C 1.9743 -8.4731 -3.8117 0.1 0.0 0.0
O 1.1834 -7.8103 -3.1658 -0.1 0.1 -0.2
O 2.9139 -9.0082 -1.6983 0.0 0.0 0.0
O 3.0259 -9.5618 -7.1260 0.0 0.0 0.0
H 1.2369 -8.0652 -5.8219 0.0 0.0 0.0
H 4.7138 -10.5010 -3.0061 0.0 0.0 0.0
H 2.1330 -8.4283 -1.5646 0.0 0.0 0.0
H 3.7816 -10.1711 -7.2497 0.0 0.0 0.0
C -0.0220 5.0127 7.2592 -0.1 0.0 0.0
C 1.0067 5.3299 6.4599 -0.1 0.0 0.0
C 2.4035 5.5566 6.9958 0.0 0.0 0.0
O 3.2536 5.8207 6.1635 -0.1 0.2 0.1
C 2.6394 5.4423 8.4155 0.1 0.0 0.0
C 1.6095 5.1272 9.2155 0.1 0.0 0.0
C 0.2131 4.8834 8.6811 -0.1 0.0 -0.2
O -0.6371 4.5886 9.5007 0.0 0.0 0.1
O 1.7071 4.9976 10.5268 0.0 0.0 0.0
O 0.9095 5.4669 5.1475 0.0 0.0 0.0
H -1.0232 4.8467 6.8877 0.0 0.0 0.0
H 3.6395 5.6153 8.7876 0.0 0.0 0.0
H 0.8115 4.7623 10.8434 0.0 0.0 0.0
H 1.8062 5.6927 4.8230 0.0 0.0 0.0
C -8.0289 -4.7808 0.0819 0.0 -0.1 -0.1
C -8.1781 -3.5952 0.6891 0.0 0.0 0.0
C -6.9978 -2.7861 1.1761 0.3 0.0 0.0
O -7.2386 -1.7111 1.6945 -0.2 0.1 0.0
C -5.6648 -3.3238 0.9987 0.0 0.1 0.0
C -5.5183 -4.5116 0.3945 0.1 0.1 0.1
C -6.6948 -5.3110 -0.1146 -0.2 0.0 0.0
O -6.4429 -6.3675 -0.6635 0.1 0.0 0.0
O -4.3404 -5.0826 0.1914 0.1 0.0 0.0
O -9.3504 -3.0224 0.9135 0.0 0.0 0.0
H -8.8672 -5.3636 -0.2724 0.0 0.0 0.0
H -4.8260 -2.7435 1.3581 0.0 0.0 0.0
H -4.5078 -5.9236 -0.2760 -0.1 0.0 0.0
H -9.1577 -2.1721 1.3555 0.0 0.0 0.0
C 7.7137 -9.3210 -6.5489 -0.1 0.0 0.1
C 8.4095 -9.2873 -7.6933 0.0 0.0 0.0
C 9.9023 -9.5275 -7.7364 0.1 0.0 0.1
O 10.4293 -9.4886 -8.8335 0.0 0.0 -0.1
C 10.6023 -9.7819 -6.4953 0.1 0.0 -0.1
C 9.9047 -9.8132 -5.3508 0.1 0.0 0.0
C 8.4081 -9.5935 -5.3100 -0.1 0.0 -0.1
O 7.8774 -9.6563 -4.2156 0.0 0.0 0.1
O 10.4433 -10.0356 -4.1628 0.0 0.0 0.0
O 7.8715 -9.0487 -8.8791 0.0 0.0 0.0
H 6.6471 -9.1558 -6.5062 0.0 0.0 0.0
H 11.6708 -9.9392 -6.5329 0.0 0.0 0.0
H 9.7040 -10.0052 -3.5227 0.0 0.0 0.0
H 8.6073 -9.0908 -9.5223 0.0 0.0 0.0
```
Positions in Å, forces in eV/Å.

As for the spin multiplicity: 1. The net charge is 0. The SMILES is CC[C@H](Br)[C@]1(C[C@H](C)Br)OS(=O)(=O)O[C@@]1(N)Cc1ccccc1C.O=C1C=C(O)C(=O)C=C1O.O=C1C=C(O)C(=O)C=C1O.O=C1C=C(O)C(=O)C=C1O.O=C1C=C(O)C(=O)C=C1O.O=C1C=C(O)C(=O)C=C1O.O=C1C=C(O)C(=O)C=C1O.O=C1C=C(O)C(=O)C=C1O.O=C1C=C(O)C(=O)C=C1O. The value obtained for the LUMO energy is -1.63 eV. As for the electronic energy: -293377.4774 eV.

---

# 2
Computed, not measured: a structure of composition C64H58BClF4N4O2SSb2Y, with the ωB97M-V functional and the def2-TZVPD basis.

```
138
Properties=species:S:1:pos:R:3:forces:R:3
Y -0.6464 -1.6536 1.2834 -0.7 -0.6 -0.2
C 1.4784 2.9824 -0.7979 0.0 0.0 0.0
C 0.3200 3.6030 -0.0128 -0.1 0.1 0.0
C -0.1659 2.6674 1.0878 0.2 0.0 -0.1
Sb -1.3331 3.4339 2.7434 0.0 0.0 -0.1
C -0.1686 2.3112 4.1452 0.0 0.0 0.0
C 1.2229 2.4145 4.1988 0.0 0.0 0.0
C 1.9635 1.5814 5.0217 0.0 0.0 0.0
C 1.3227 0.6195 5.7941 0.0 0.0 0.0
C -0.0559 0.5021 5.7443 0.0 0.0 0.0
C -0.7980 1.3486 4.9276 0.0 0.0 0.0
C -0.2550 5.2992 2.9492 0.0 0.0 0.0
C -0.3942 6.2720 1.9573 0.0 0.0 0.0
C 0.2241 7.5100 2.0660 0.0 0.0 0.0
C 0.9814 7.8096 3.1898 0.0 0.0 0.0
C 1.1089 6.8658 4.1985 0.0 0.0 0.0
C 0.4959 5.6240 4.0777 0.0 0.0 0.0
Sb 3.2777 3.1270 0.3891 0.0 0.0 0.0
C 3.4103 5.2556 0.1321 0.0 0.0 0.0
C 3.6984 6.0258 1.2570 0.0 0.0 0.0
C 3.7286 7.4135 1.1884 0.0 0.0 0.0
C 3.4674 8.0525 -0.0132 0.0 0.0 0.0
C 3.1715 7.3000 -1.1428 0.0 0.0 0.0
C 3.1404 5.9148 -1.0671 0.0 0.0 0.0
C 4.6184 2.4916 -1.1595 0.0 0.0 0.0
C 4.7781 1.1147 -1.3188 0.0 0.0 -0.1
C 5.6034 0.6064 -2.3140 0.0 0.0 0.0
C 6.2930 1.4692 -3.1532 0.0 0.0 0.0
C 6.1556 2.8410 -2.9920 0.0 0.0 0.0
C 5.3229 3.3480 -2.0026 0.0 0.0 0.0
H 1.6611 3.4981 -1.7420 0.0 0.0 0.0
H 1.2867 1.9305 -1.0244 0.0 0.0 0.0
H -0.5094 3.8339 -0.6907 0.0 0.0 0.0
H 0.6495 4.5619 0.3978 0.0 0.0 0.0
H 0.6882 2.1961 1.5805 0.0 0.0 0.0
H -0.7558 1.8701 0.6410 0.0 0.0 0.1
H 1.7405 3.1393 3.5779 0.0 0.0 0.0
H 3.0439 1.6604 5.0375 0.0 0.0 0.0
H 1.9029 -0.0552 6.4107 0.0 0.0 0.0
H -0.5589 -0.2725 6.3085 0.0 0.0 0.0
H -1.8727 1.2176 4.8710 0.0 0.0 0.0
H -0.9930 6.0657 1.0755 0.0 0.0 0.0
H 0.1169 8.2383 1.2712 0.0 0.0 0.0
H 1.4659 8.7743 3.2790 0.0 0.0 0.0
H 1.6910 7.0921 5.0841 0.0 0.0 0.0
H 0.6166 4.8984 4.8740 0.0 0.0 0.0
H 3.8873 5.5409 2.2088 0.0 0.0 0.0
H 3.9444 7.9917 2.0783 0.0 0.0 0.0
H 3.4860 9.1338 -0.0705 0.0 0.0 0.0
H 2.9592 7.7935 -2.0836 0.0 0.0 0.0
H 2.8985 5.3467 -1.9582 0.0 0.0 0.0
H 4.2562 0.4186 -0.6688 0.0 0.0 0.0
H 5.7035 -0.4662 -2.4283 0.0 0.0 0.0
H 6.9383 1.0748 -3.9285 0.0 0.0 0.0
H 6.6971 3.5205 -3.6392 0.0 0.0 0.0
H 5.2324 4.4215 -1.8878 0.0 0.0 0.0
S -2.8379 -0.0991 1.9450 0.0 0.2 0.1
C -2.8757 0.2978 0.2625 -0.1 0.1 0.3
C -4.0344 0.7795 -0.3764 0.1 0.0 -0.1
C -3.9634 1.1227 -1.7041 0.0 0.0 0.0
C -2.7605 0.9599 -2.4003 0.0 0.0 0.0
C -1.6833 0.4442 -1.7160 0.0 0.0 0.0
N -1.7276 0.1290 -0.4152 0.1 0.0 0.1
H -4.9464 0.8728 0.1953 0.0 0.0 0.0
H -4.8382 1.5092 -2.2138 0.0 0.0 0.0
H -2.6713 1.2121 -3.4479 0.0 0.0 0.0
H -0.7392 0.2575 -2.2161 0.0 0.0 0.0
N 0.2514 -3.9597 0.6796 0.2 0.0 0.0
C 0.8607 -4.7891 1.6601 0.0 0.0 0.0
C 0.3224 -6.0402 1.9261 0.0 0.0 0.0
C 0.8800 -6.8575 2.8945 0.0 0.0 0.0
C 1.9910 -6.4201 3.5977 0.0 0.0 0.0
C 2.5177 -5.1662 3.3327 0.0 0.0 0.0
C 1.9714 -4.3207 2.3676 0.0 0.0 0.0
C 2.5206 -2.9446 2.1922 0.0 0.0 0.0
C 3.9016 -2.7752 2.3080 0.0 0.0 0.0
C 4.4671 -1.5079 2.3490 0.0 0.0 0.0
C 3.6380 -0.3993 2.3080 0.0 0.0 0.0
C 2.2682 -0.5855 2.1429 0.0 0.1 -0.1
C 1.6562 -1.8394 2.0317 0.0 0.2 -0.1
H -0.4667 -4.4604 0.1700 0.0 0.0 0.0
H 0.9323 -3.5948 0.0192 0.0 0.0 0.0
H -0.5521 -6.3649 1.3728 0.0 0.0 0.0
H 0.4404 -7.8247 3.1030 0.0 0.0 0.0
H 2.4290 -7.0384 4.3709 0.0 0.0 0.0
H 3.3498 -4.8028 3.9225 0.0 0.0 0.0
H 4.5458 -3.6461 2.3758 0.0 0.0 0.0
H 5.5413 -1.3919 2.4361 0.0 0.0 0.0
H 4.0501 0.6007 2.3959 0.0 0.0 0.0
H 1.6523 0.3183 2.1245 0.0 0.0 -0.1
Cl 1.6124 -0.3019 -4.6342 0.0 0.0 0.0
C 2.2641 -1.4575 -3.5170 0.0 0.0 0.0
C 2.7348 -2.6802 -3.9565 0.0 0.0 0.0
C 3.2139 -3.5676 -3.0051 0.0 0.0 0.0
C 3.2071 -3.1835 -1.6711 0.0 0.0 0.0
N 2.7616 -2.0009 -1.2587 0.1 0.0 0.1
C 2.2928 -1.1569 -2.1645 0.0 0.0 0.0
H 2.7126 -2.9298 -5.0090 0.0 0.0 0.0
H 3.5841 -4.5424 -3.2930 0.0 0.0 0.0
H 3.5738 -3.8493 -0.8957 0.0 0.0 0.0
H 1.9180 -0.2025 -1.8122 0.0 0.0 0.0
C -8.5446 -2.0064 -4.1611 0.0 0.0 0.0
C -7.7507 -2.7398 -3.1126 0.0 0.0 0.0
C -8.4015 -3.5879 -2.2258 0.0 0.0 0.0
C -7.6963 -4.2489 -1.2319 0.0 0.0 0.0
C -6.3262 -4.0933 -1.1479 0.0 0.0 0.0
C -5.6528 -3.2592 -2.0391 0.0 0.0 0.0
N -4.2590 -3.1204 -1.8779 -0.1 0.1 -0.1
C -3.3079 -3.4185 -2.8226 -0.1 -0.1 0.0
C -3.6481 -4.0168 -4.0463 0.0 0.1 0.0
C -2.6835 -4.2893 -4.9970 0.0 0.0 0.0
C -1.3457 -3.9873 -4.7681 0.0 0.0 0.0
C -0.9965 -3.4261 -3.5535 0.0 0.0 0.0
C -1.9446 -3.1480 -2.5744 0.0 0.0 0.0
C -1.4597 -2.6136 -1.2699 0.1 0.0 0.0
O -0.3018 -2.1232 -1.1891 0.1 0.0 0.1
O -2.1975 -2.7003 -0.2410 0.1 0.0 0.0
C -6.3665 -2.5449 -3.0120 0.0 0.0 0.0
C -5.6869 -1.5487 -3.9089 0.0 0.0 0.0
H -9.5765 -2.3554 -4.1761 0.0 0.0 0.0
H -8.1218 -2.1480 -5.1578 0.0 0.0 0.0
H -8.5585 -0.9302 -3.9715 0.0 0.0 0.0
H -9.4740 -3.7204 -2.3100 0.0 0.0 0.0
H -8.2118 -4.8964 -0.5342 0.0 0.0 0.0
H -5.7510 -4.6182 -0.3956 0.0 0.0 0.0
H -3.8905 -2.9503 -0.9481 0.0 0.0 0.0
H -4.6806 -4.2786 -4.2329 0.0 0.0 0.0
H -2.9827 -4.7543 -5.9291 0.0 0.0 0.0
H -0.5927 -4.1996 -5.5156 0.0 0.0 0.0
H 0.0344 -3.1910 -3.3239 0.0 0.0 0.0
H -4.7160 -1.2632 -3.5124 0.1 0.0 0.0
H -6.2934 -0.6474 -4.0103 0.0 0.0 0.0
H -5.5276 -1.9490 -4.9140 0.0 0.0 0.0
F -2.5996 -2.9477 4.6797 0.0 0.0 0.0
B -1.4484 -2.9505 3.9389 0.0 0.1 0.0
F -0.9466 -1.6096 3.7503 0.1 -0.1 -0.1
F -0.4682 -3.7591 4.4539 0.0 0.0 0.0
F -1.7330 -3.3374 2.5593 0.0 0.0 0.0
```
Positions in Å, forces in eV/Å.

As for the spin multiplicity: 1. The net charge is -1. For the relative energy (zero: lowest compared OMol25 entry of this formula, charge and spin), the calculation gives 0.763 eV. The value obtained for the LUMO energy is 2.15 eV. As for the electronic energy: -126401.2484 eV.

---

HOMO energy readings, ordered: -9.245; -5.305 eV